Record 1
# C54H67Cl12CsN8O2

A molecular structure, C54H67Cl12CsN8O2 in a non-equilibrium geometry (ωB97M-V/def2-TZVPD, the OMol25 dataset).

The geometry in XYZ format:
```
144
Properties=species:S:1:pos:R:3:forces:R:3
H -4.667271 -4.510321 2.218385 -0.14 0.24 -0.12
H 0.843801 2.673363 -1.053298 -0.09 -1.32 -1.80
Cl 2.969447 -1.492423 4.766446 -0.20 0.49 -0.56
H -3.875162 -3.616509 3.527838 -0.19 0.49 -0.27
C 2.508536 2.298245 -2.971753 0.29 -0.31 0.14
N -0.141909 -4.332521 -0.378878 -0.36 1.73 -0.04
C 4.634175 2.624251 -2.252274 -0.15 1.16 -0.30
C 5.364153 -3.731903 0.610532 0.72 -2.10 -0.33
C -1.655425 -2.018381 4.515556 2.27 -2.29 -0.73
N 0.773659 4.752611 -0.844705 0.49 -2.76 -0.80
H -6.142070 -0.647657 -2.528537 0.28 -0.65 -0.08
C -0.116161 0.181199 -0.242322 -1.93 0.21 0.06
Cl 2.704066 -3.824767 -1.751814 -0.22 0.16 -0.13
Cl -6.098808 -2.927678 -3.329619 -0.30 0.22 0.21
H -4.694292 5.117015 0.024419 -0.09 0.37 -0.11
H -3.152283 2.786935 3.987497 -0.07 0.06 0.20
C -3.501739 -2.808038 1.466165 -0.36 0.63 -0.28
Cl 2.502021 1.813922 5.627024 -0.03 -0.39 -0.76
H 1.415738 1.633938 3.529288 -0.14 0.84 -0.83
H -1.924025 -3.740124 -2.051975 -0.57 -0.05 -0.01
H 1.875655 -0.587080 2.849266 -0.48 -0.50 -0.70
H 5.923099 -1.716633 3.073852 0.07 -0.12 -0.41
C 6.631802 -3.724930 2.985692 0.55 0.65 -0.39
H 1.883122 -4.641613 2.978669 -0.08 0.12 -0.31
C 6.790837 1.515335 1.196419 0.34 -0.45 -0.09
C -5.097034 4.595917 2.094619 -0.03 0.18 -0.90
C 3.860070 3.859862 -4.139141 -1.24 0.09 -0.12
C -2.499286 -1.642265 5.484397 -1.42 1.72 1.94
N -6.161615 1.497815 -2.132823 -0.07 -0.60 0.45
H -0.078309 -4.483587 -3.281771 0.33 -0.56 -0.25
H 7.562220 0.916716 0.727947 0.03 -0.03 -0.06
C -2.990094 4.216666 1.008040 -1.15 1.98 -2.78
C -4.951621 1.758595 -1.656015 -0.08 -0.59 0.15
H -6.766266 4.273855 -3.919689 1.00 -0.66 0.55
C 6.768774 -4.843557 2.183624 -0.30 -0.27 -1.08
H -7.732411 2.143188 -3.183902 -0.39 0.07 -0.55
Cl -2.470209 -5.126754 2.543261 0.55 -0.11 -0.23
C -1.323014 1.071461 -3.907559 -0.41 -1.69 -0.29
H -1.601945 3.013026 2.107081 0.33 0.08 -0.15
H -2.131973 0.216720 0.521100 -0.31 -0.09 0.37
C 0.759708 5.685532 0.054281 -0.70 0.77 0.42
H 4.328658 -4.306508 -3.346589 0.56 -0.55 0.33
C -6.577752 -1.604971 -2.211662 0.89 0.56 0.13
H 6.189159 -5.743611 0.237443 -0.17 1.03 0.91
H -2.391604 0.816874 -3.688607 0.61 1.04 -0.20
N 3.500470 1.967101 -2.092513 -0.82 0.27 -1.15
H 5.412322 2.331930 -1.569354 0.32 0.14 -0.01
C -2.551493 3.511853 2.057084 -0.24 -0.95 1.92
C 0.978130 -3.316438 1.473005 0.24 -0.18 0.98
N -4.625736 3.994575 3.168508 0.34 -1.09 1.10
H 5.858485 4.003942 -3.335340 -0.58 0.26 0.07
Cl -2.724250 -1.928762 -3.392983 0.00 -0.24 0.28
C -6.717119 2.385318 -2.945994 -0.17 -0.27 0.81
H 3.609209 -3.124174 -5.302732 -0.11 -0.04 0.43
C 1.109521 -5.644858 1.201184 -0.34 0.40 0.98
N 5.331070 -2.642206 1.309013 -0.17 1.69 0.78
H -1.312554 -0.546062 -5.300648 -0.49 -1.31 -0.21
C 0.858709 3.463018 -0.393539 0.04 2.39 2.16
H 3.726274 2.309027 0.534294 -0.54 0.41 -0.79
C 0.679113 5.438927 1.414193 0.55 1.08 0.47
H 7.125986 -3.584354 3.932761 0.08 -0.39 0.18
H 3.375490 0.274076 3.186090 0.41 -0.26 -0.05
N 5.664293 1.664743 0.541034 -0.33 -0.98 -1.71
H -2.705973 -2.284949 6.309213 -0.21 -0.54 0.36
Cl 4.357546 -1.481936 -3.790096 -0.47 -0.68 0.12
C 3.260149 -2.847946 -4.295582 -0.52 0.88 -0.73
C 2.618066 3.229048 -3.977625 0.93 0.23 0.27
H 4.761119 -3.747527 -0.251284 -0.50 0.00 -1.13
H 7.411807 -5.658749 2.460775 0.00 -0.29 0.27
C -0.482510 -3.533689 -3.576932 -2.21 0.30 0.94
H -1.165693 -2.984491 4.596502 -0.27 -0.21 -0.03
H 1.785698 3.460872 -4.619120 -0.09 -0.24 -0.16
H -2.351671 4.473638 0.148133 -0.12 -0.51 0.35
C -0.986711 0.448281 -5.257247 1.30 2.43 0.09
H 1.158928 -2.391696 1.998150 0.12 0.06 0.09
C -1.996053 -3.543129 -3.120303 1.69 0.24 -0.12
H 0.835162 3.985427 2.944346 -0.01 0.05 -0.08
H -6.142473 4.944444 2.163577 0.66 -0.01 -0.18
Cl 0.846583 0.415435 -5.410591 -0.50 -0.25 -0.11
H -0.073003 -6.385319 -0.394204 0.41 0.78 0.06
H -1.793758 1.739148 -0.257744 0.36 -0.02 -0.13
C 5.996020 -2.618182 2.456226 -0.56 0.07 1.02
C -6.128778 3.572162 -3.316104 -0.95 1.39 -1.22
C -8.032073 -1.336316 -2.130698 -0.55 -0.27 -0.18
C 6.110145 -4.872205 0.942118 0.32 -0.21 0.29
H 4.042898 3.638632 2.684963 -0.84 -0.01 -0.06
H -0.760304 0.466989 -3.173280 0.03 0.92 0.11
O 0.340461 -0.116390 -1.363799 1.23 -0.12 0.41
H -3.355591 3.022181 -1.594223 1.31 0.47 0.17
H -3.210172 -3.156324 0.461535 0.00 -0.25 0.69
C 0.846355 4.186923 1.875592 0.04 -1.80 0.65
O 0.394638 0.019198 0.913401 0.34 0.04 -0.71
H 6.173299 3.361119 3.883081 -0.39 0.20 0.02
Cl -0.913955 2.816860 -3.869693 -0.43 -0.62 0.32
N -2.657712 0.512779 4.525318 0.19 -0.58 -0.03
H 1.346392 -6.659413 1.467970 0.20 -0.14 0.18
C 5.965390 2.885848 2.934122 0.38 -0.77 0.40
C -2.959167 -0.313904 5.546169 1.26 -0.35 -1.98
Cl -5.016213 -1.815821 1.111890 0.40 -0.54 0.48
Cl -0.487213 -3.267597 -5.297403 0.65 -0.11 -1.09
H 0.095802 -2.753541 -3.083952 -0.23 0.13 0.04
Cl -8.688184 -0.506686 -3.577828 0.06 -0.04 0.02
C 1.687423 0.919341 4.258817 -0.74 -0.71 1.90
H 0.749981 0.544345 4.714575 0.58 0.06 -0.33
C -1.610120 0.663572 -0.312919 0.56 -0.64 0.09
C -3.787589 -3.936063 2.491518 -0.03 0.49 -0.45
H 4.047779 4.464925 -4.993096 0.01 0.65 -0.47
C 2.487911 -0.175950 3.613737 0.55 0.55 1.16
C 3.289495 -4.053562 -3.408493 1.27 0.98 0.14
C 0.245716 -3.244534 0.311348 -0.57 0.52 -0.14
C 4.760947 2.963986 2.270775 0.61 1.08 0.11
H -6.181721 -1.827402 -1.206848 -0.20 -0.16 -0.56
H 2.767212 -4.859116 -3.850206 -0.75 -0.76 -0.44
H 0.947509 2.072020 1.223535 0.23 0.80 0.08
H 0.572077 6.167767 2.186300 -0.10 0.99 -0.12
H 7.869090 1.982355 2.983526 0.52 -0.27 0.11
C 0.300916 -5.453348 0.091687 -0.20 -2.79 -0.42
C -1.242734 -1.192450 3.506916 -0.54 1.37 -0.32
H -0.115566 -2.246462 0.008672 0.28 -0.74 -0.21
C 6.960051 2.063670 2.428531 0.29 1.01 0.74
H 2.256594 -2.428909 -4.407361 0.19 0.11 0.10
C -4.290803 2.894808 -2.056223 0.49 0.30 0.31
H -8.192923 -0.706386 -1.277730 -0.13 0.58 0.29
H -1.296761 1.080943 -6.099406 -0.16 -0.46 0.25
C 1.374075 -4.551488 2.018458 0.18 0.13 -1.15
H -4.286516 4.757991 -3.160327 -0.30 -0.35 0.06
H -2.592526 -4.275064 -3.689989 0.37 0.31 0.41
H -8.636960 -2.211742 -2.001937 -0.20 -0.56 0.01
H 0.715758 6.668044 -0.362016 -0.03 0.79 0.12
C -1.865587 0.037454 3.529249 -0.11 1.88 -0.78
H -2.022909 0.227840 -1.228756 -0.05 0.37 0.10
H -0.507019 -1.348231 2.718304 -0.32 -0.41 0.30
H -1.645728 0.724188 2.651354 -0.40 -0.60 1.34
C 4.668818 2.362960 1.025277 -0.15 -0.21 1.70
H -4.483808 1.039084 -0.918440 -0.64 0.84 -0.98
H -3.477751 0.101777 6.392196 -0.31 0.01 0.07
C 4.824891 3.656841 -3.214409 1.77 -1.99 0.92
C -4.316599 4.722014 0.948712 0.77 -0.63 0.73
H 1.604639 1.720738 -2.954013 -0.32 -0.25 0.52
Cs 3.257005 -0.560183 -0.214373 -0.16 -0.07 -0.23
C -3.429439 3.390768 3.136791 -0.46 0.60 -0.21
C 0.958138 3.149264 0.965691 -0.40 -0.82 -1.00
C -4.840395 3.851912 -2.898218 -0.08 -0.42 0.26
H -2.806167 -2.009760 1.783450 -0.17 -0.93 0.11
```
Positions in Å, forces in eV/Å.

Values from the calculation:
* molecular weight: 1418.53 g/mol
* energy relative to the best compared isomer or geometry (same formula, charge and spin): 0.0 kJ/mol
* frontier orbital gap: 8.895 eV

***

Record 2
# C3H8NO2

A gas-phase ion, C3H8NO2 (charge +1) in a non-equilibrium geometry (ωB97M-V/def2-TZVPD, the OMol25 dataset).

The geometry in XYZ format:
```
14
Properties=species:S:1:pos:R:3:forces:R:3
H 0.197899 -2.249719 -2.084919 0.16 0.72 -0.07
O 0.426026 0.222378 -2.026430 0.52 0.11 0.32
H 1.257319 0.262916 1.537335 0.26 0.24 0.70
H -1.070534 1.732873 -0.743539 0.08 0.14 0.27
H -0.109951 -0.734404 2.261831 -0.10 0.57 0.31
C -0.358730 0.024408 0.196729 -0.23 -1.36 0.08
H 0.976619 -1.378852 1.099981 -0.04 -0.02 -0.09
C 0.143486 -0.525941 -1.120905 -0.61 0.68 -1.97
H -0.634624 1.994663 0.874565 0.02 0.16 -0.03
O -0.022424 -1.817470 -1.241992 -0.02 -1.02 1.15
N -0.406262 1.510123 0.008015 0.08 -0.59 -0.17
C 0.469854 -0.459470 1.392839 0.01 -0.22 -0.96
H 0.511673 1.765834 -0.360704 0.11 0.44 0.03
H -1.380357 -0.347340 0.207195 -0.23 0.16 0.45
```
Positions in Å, forces in eV/Å.

Values from the calculation:
* total charge: +1
* SMILES: C[C@@H]([NH3+])C(=O)O
* molecular weight: 90.10 g/mol
* energy relative to the best compared isomer or geometry (same formula, charge and spin): 59.1 kJ/mol
* frontier orbital gap: 11.770 eV

***

Values for LUMO, Eh, ordered as above
-0.003, -0.137
Values for E_HOMO, eV, ordered as above
-8.99, -15.49